Density functional theory data (ωB97M-V/def2-TZVPD) for a cluster of 2 separate species, C5H11N in total.

Computed properties:
Strongest force on any atom (eV/A): 0.8
Energy (eV): -6846.6192
Charge: 0
HOMO level (Ha): -0.21057

Bonds (Å) are listed after each position.
CARTESIAN COORDINATES (ANGSTROEM)
1 C 1.6323 2.1580 -1.4296  N6 1.420, H7 1.104, H8 1.096, H17 1.107
2 C -0.6802 -2.6235 0.3517  C3 1.374, H9 1.085, H10 1.081
3 C -1.0714 -1.3337 0.6188  C2 1.374, C4 1.375, C5 1.507
4 C -2.3595 -1.0624 1.0177  C3 1.375, H11 1.080, H12 1.085
5 C -0.0886 -0.1999 0.4794  C3 1.507, H13 1.087, H14 1.087, H15 1.084
6 N 1.7018 1.9505 -0.0267  C1 1.420, H16 1.020
7 H 1.4554 3.2048 -1.7308  C1 1.104
8 H 0.8107 1.5616 -1.8428  C1 1.096
9 H -1.3974 -3.4341 0.4253  C2 1.085
10 H 0.3202 -2.9123 0.0623  C2 1.081
11 H -2.6969 -0.0783 1.3082  C4 1.080
12 H -3.0899 -1.8629 1.0675  C4 1.085
13 H 0.5758 -0.3673 -0.3645  C5 1.087
14 H 0.5419 -0.1292 1.3621  C5 1.087
15 H -0.5926 0.7469 0.3190  C5 1.084
16 H 2.4146 2.5600 0.3750  N6 1.020
17 H 2.5237 1.8217 -1.9925  C1 1.107


Density functional theory data (ωB97M-V/def2-TZVPD) for the molecule C5H11N.

Computed properties:
Strongest force on any atom (eV/A): 0.5
Energy (eV): -6850.9863
Charge: 0
HOMO level (Ha): -0.23080

Bonds (Å) are listed after each position.
CARTESIAN COORDINATES (ANGSTROEM)
1 C -0.4576 0.3982 1.8418  N2 1.473, H7 1.092, H8 1.094, H9 1.092
2 N 0.3888 0.1035 0.6733  C1 1.473, C3 1.346, C4 1.337
3 C 1.7271 0.1360 0.8119  N2 1.346, H10 1.081, H11 1.087
4 C -0.1904 -0.1904 -0.4955  N2 1.337, C5 1.492, C6 1.494
5 C 0.5462 -1.0142 -1.4984  C4 1.492, H12 1.102, H13 1.100, H14 1.099
6 C -1.4322 0.5184 -0.9278  C4 1.494, H15 1.103, H16 1.099, H17 1.097
7 H -0.8573 1.4115 1.7684  C1 1.092
8 H -1.2952 -0.3034 1.8974  C1 1.094
9 H 0.1305 0.3294 2.7591  C1 1.092
10 H 2.1595 -0.1504 1.7607  C3 1.081
11 H 2.3243 0.4023 -0.0565  C3 1.087
12 H 1.2362 -0.4873 -2.1777  C5 1.102
13 H -0.1733 -1.5355 -2.1473  C5 1.100
14 H 1.1553 -1.7597 -0.9673  C5 1.099
15 H -1.1536 1.2530 -1.7014  C6 1.103
16 H -2.1550 -0.1707 -1.3856  C6 1.099
17 H -1.9248 1.0784 -0.1226  C6 1.097


Density functional theory data (ωB97M-V/def2-TZVPD) for the molecule C5H11N.

Computed properties:
Strongest force on any atom (eV/A): 1.5
Energy (eV): -6848.5143
Charge: 0
HOMO level (spin up / spin down) (Ha): -0.23360 / -0.25520

Bonds (Å) are listed after each position.
CARTESIAN COORDINATES (ANGSTROEM)
1 C 1.6661 -0.1963 -0.6477  C2 1.736, H7 1.079, H8 1.101, H9 1.116
2 C 0.1785 0.3814 -1.3300  C1 1.736, N3 1.442, H10 1.092, H11 1.127
3 N -0.6640 0.5976 -0.1795  C2 1.442, C4 1.323, C5 1.375
4 C -1.8876 1.0954 -0.1096  N3 1.323, H12 1.085, H13 1.085
5 C -0.0116 0.2207 0.9704  N3 1.375, C6 1.496, H14 1.075
6 C -0.1279 -1.2339 1.2998  C5 1.496, H15 1.103, H16 1.095, H17 1.100
7 H 2.0937 -0.6929 -1.5050  C1 1.079
8 H 2.2586 0.6988 -0.4045  C1 1.101
9 H 1.8973 -0.8738 0.2089  C1 1.116
10 H 0.6020 1.3280 -1.6732  C2 1.092
11 H -0.4536 0.0307 -2.1948  C2 1.127
12 H -2.3075 1.7417 -0.8735  C4 1.085
13 H -2.4907 0.8026 0.7437  C4 1.085
14 H -0.0567 0.9276 1.7797  C5 1.075
15 H -1.1061 -1.3718 1.7896  C6 1.103
16 H 0.6460 -1.5683 1.9981  C6 1.095
17 H -0.1148 -1.8857 0.4132  C6 1.100


Density functional theory data (ωB97M-V/def2-TZVPD) for the molecule C5H11N.

Computed properties:
Strongest force on any atom (eV/A): 1.2
Energy (eV): -6851.2278
SMILES: CC[C@H]1CN1C
Charge: 0
HOMO level (Ha): -0.30276

Bonds (Å) are listed after each position.
CARTESIAN COORDINATES (ANGSTROEM)
1 C 1.6327 0.5091 -0.6974  C2 1.600, H7 1.107, H8 1.086, H9 1.094
2 C 1.2789 -0.9807 -0.2348  C1 1.600, C3 1.529, H10 1.103, H11 1.107
3 C -0.1685 -0.9865 0.2581  C2 1.529, C4 1.491, N5 1.419, H12 1.096
4 C -0.4143 -0.1442 1.4641  C3 1.491, N5 1.419, H13 1.096, H14 1.086
5 N -0.6819 0.3324 0.1544  C3 1.419, C4 1.419, C6 1.412
6 C -1.9017 0.7802 -0.3972  N5 1.412, H15 1.097, H16 1.095, H17 1.097
7 H 0.9549 1.3352 -0.4075  C1 1.107
8 H 2.6032 0.8284 -0.3295  C1 1.086
9 H 1.5797 0.5568 -1.7889  C1 1.094
10 H 1.3975 -1.7118 -1.0526  C2 1.103
11 H 1.9319 -1.3813 0.5639  C2 1.107
12 H -0.8373 -1.8361 0.0789  C3 1.096
13 H 0.4858 0.2503 1.9495  C4 1.096
14 H -1.2683 -0.3216 2.1112  C4 1.086
15 H -1.8696 0.6197 -1.4824  C6 1.097
16 H -1.9388 1.8604 -0.2214  C6 1.095
17 H -2.7842 0.2897 0.0313  C6 1.097